The following is a DFT calculation (ωB97M-V/def2-TZVPD) of C29H27Cl2IO2P2V as an isolated structure.

XYZ file:
```
64
Properties=species:S:1:pos:R:3
V 0.456 1.483 -0.915
C -0.726 2.337 1.192
C 0.493 2.096 2.085
P 2.127 1.240 1.677
C 2.588 1.644 -0.039
C 3.480 0.883 -0.829
C 4.049 1.434 -1.960
C 3.771 2.747 -2.339
C 2.914 3.515 -1.572
C 2.328 2.977 -0.427
C 1.975 -0.564 1.843
C 2.001 -1.503 0.813
C 2.086 -2.856 1.098
C 2.121 -3.292 2.415
C 2.078 -2.368 3.448
C 2.030 -1.013 3.163
C -1.762 1.215 1.081
P -1.079 -0.211 0.153
C -2.276 -0.723 -1.105
C -3.645 -0.682 -0.856
C -4.532 -1.123 -1.827
C -4.055 -1.619 -3.034
C -2.689 -1.673 -3.278
C -1.799 -1.219 -2.317
C -1.073 -1.657 1.256
C -1.131 -2.917 0.652
C -1.344 -4.047 1.419
C -1.500 -3.933 2.796
C -1.419 -2.690 3.401
C -1.202 -1.552 2.634
H -0.441 2.809 0.207
H -1.194 3.267 1.535
H 0.176 1.540 2.972
H 0.822 3.080 2.428
H 3.762 -0.116 -0.534
H 4.729 0.836 -2.551
H 4.235 3.163 -3.223
H 2.701 4.546 -1.820
H 1.737 3.664 0.196
H 1.923 -1.198 -0.223
H 2.112 -3.574 0.288
H 2.187 -4.349 2.635
H 2.108 -2.700 4.478
H 2.057 -0.295 3.977
H -2.640 1.579 0.545
H -2.099 0.921 2.076
H -4.027 -0.318 0.090
H -5.596 -1.084 -1.638
H -4.751 -1.963 -3.787
H -2.319 -2.055 -4.219
H -0.734 -1.232 -2.522
H -1.037 -3.016 -0.422
H -1.402 -5.016 0.942
H -1.684 -4.815 3.395
H -1.531 -2.597 4.473
H -1.143 -0.593 3.134
I 0.252 5.662 0.797
Cl -1.986 2.028 -2.422
C -0.817 2.970 -3.409
Cl -0.220 4.279 -2.387
C 0.330 2.019 -3.768
O 0.740 1.919 -4.880
O 0.804 1.360 -2.703
H -1.318 3.347 -4.292
```

Expectation value of S²   2.04
Strongest force on any atom   0.530 eV/A
Net charge   +1
HOMO level (spin up / spin down)   -9.61 / -9.61 eV
Multiplicity   3

These are the Mulliken partial charges, in e, on atoms 1 to 4: number 1, V, carries 0.33; number 2, C, carries -0.36; number 3, C, carries -0.73; number 4, P, carries -0.25

The following is a DFT calculation (ωB97M-V/def2-TZVPD) of C18H35ClINO5P2Zn as an isolated structure in a non-equilibrium geometry.

XYZ file:
```
64
Properties=species:S:1:pos:R:3
C 5.033 0.569 -0.297
O 4.667 1.803 -0.909
C 3.319 2.152 -0.718
C 2.792 2.991 -1.919
C 1.404 3.622 -1.565
C 0.210 2.717 -1.977
C -1.121 3.098 -1.273
C -2.267 2.042 -1.407
C -2.687 1.299 -0.097
C -2.031 -0.103 0.081
O -2.925 -1.186 0.338
C -2.190 -2.252 0.958
C -2.575 -3.663 0.507
C -1.596 -4.687 1.220
C -1.404 -4.398 2.826
O -2.188 -5.558 2.101
C -0.687 -1.823 0.988
C 0.325 -2.365 -0.064
C 0.574 -1.510 -1.340
C -0.059 -2.223 -2.578
Cl 2.373 -1.524 -1.655
C -0.913 -0.306 1.185
P 0.567 0.826 1.061
N 0.225 2.191 2.039
O 1.839 0.081 1.796
P -1.656 0.259 2.895
O -3.300 0.278 2.747
I -1.188 -1.415 4.592
H 5.923 0.681 0.345
H 4.242 0.120 0.325
H 5.277 -0.165 -1.086
H 3.224 2.750 0.217
H 2.717 1.223 -0.705
H 2.665 2.262 -2.736
H 3.548 3.748 -2.188
H 1.356 3.853 -0.480
H 1.345 4.567 -2.214
H 0.117 2.723 -3.077
H 0.490 1.684 -1.675
H -1.473 4.024 -1.767
H -0.913 3.380 -0.228
H -2.086 1.329 -2.232
H -3.157 2.614 -1.720
H -3.774 1.123 -0.159
H -2.510 1.963 0.770
H -1.721 -0.334 -0.959
H -2.495 -2.207 2.025
H -3.558 -3.917 0.927
H -2.488 -3.857 -0.573
H -0.703 -5.024 0.663
H -0.275 -4.451 2.622
H -1.307 -5.110 3.671
H -0.263 -2.202 1.938
H 1.296 -2.492 0.444
H 0.059 -3.378 -0.406
H 0.267 -0.461 -1.286
H -1.158 -2.252 -2.532
H 0.325 -1.730 -3.483
H 0.377 -3.236 -2.586
H 0.971 2.886 1.957
H -0.677 2.610 1.820
H 1.538 -0.123 2.706
H -3.631 0.413 3.658
Zn 1.910 6.071 -1.532
```

Strongest force on any atom   3.387 eV/A
Net charge   +2
HOMO level   -12.91 eV

These are the Mulliken partial charges, in e, on atoms 1 to 4: number 1, C, carries -0.49; number 2, O, carries -0.42; number 3, C, carries 0.82; number 4, C, carries -0.78

The following is a DFT calculation (ωB97M-V/def2-TZVPD) of C3H4N2O3 as an isolated structure in a non-equilibrium geometry.

XYZ file:
```
12
Properties=species:S:1:pos:R:3
C 0.981 0.469 0.116
C -0.387 -0.580 -0.846
C -1.029 -0.001 0.213
H 3.016 0.605 -0.028
H 2.639 0.057 1.725
H -2.013 -1.236 -1.462
H -2.783 0.670 0.681
N 2.249 1.120 0.626
N 0.826 -0.394 -0.772
O -0.977 -1.346 -1.685
O -2.476 -0.232 0.605
O -0.047 0.868 0.827
```

Strongest force on any atom   8.702 eV/A
Net charge   0
HOMO level   -8.29 eV

These are the Mulliken partial charges, in e, on atoms 1 to 4: number 1, C, carries 0.40; number 2, C, carries 0.42; number 3, C, carries 0.34; number 4, H, carries 0.37

The following is a DFT calculation (ωB97M-V/def2-TZVPD) of an isolated ion of composition C3H5N2 and charge +1 in a non-equilibrium geometry.

XYZ file:
```
10
Properties=species:S:1:pos:R:3
C -0.881 -0.840 -0.100
C 1.279 -0.410 0.044
C -1.300 0.416 -0.036
N 0.345 -1.330 -0.112
N 1.157 0.837 -0.201
H -1.739 -1.563 -0.186
H 2.148 -0.734 0.534
H -1.992 1.040 -0.537
H -0.870 1.100 0.657
H 1.853 1.483 -0.062
```

Strongest force on any atom   5.074 eV/A
Net charge   +1
HOMO level (spin up / spin down)   -16.45 / -16.45 eV

These are the Mulliken partial charges, in e, on atoms 1 to 4: number 1, C, carries 0.07; number 2, C, carries 0.24; number 3, C, carries -0.21; number 4, N, carries -0.34